{
  "formula": "C47H79N2O21P2S",
  "method": "wB97M-V/def2-TZVPD",
  "species": ["H", "H", "C", "O", "H", "H", "C", "C", "H", "C", "H", "C", "C", "H", "C", "H", "H", "H", "C", "H", "C", "C", "C", "O", "C", "H", "H", "H", "H", "H", "H", "H", "C", "H", "C", "O", "P", "O", "H", "H", "H", "C", "O", "H", "H", "C", "H", "C", "H", "H", "C", "P", "H", "C", "H", "O", "H", "C", "H", "H", "C", "H", "H", "C", "H", "O", "H", "C", "C", "H", "H", "C", "O", "H", "H", "H", "O", "H", "H", "N", "H", "C", "H", "H", "H", "H", "O", "O", "H", "C", "C", "H", "H", "O", "C", "H", "H", "O", "H", "S", "C", "H", "C", "H", "H", "H", "H", "C", "H", "H", "H", "C", "C", "H", "H", "H", "H", "H", "C", "H", "H", "O", "C", "C", "O", "O", "C", "H", "H", "C", "O", "C", "H", "H", "H", "O", "C", "H", "O", "H", "C", "H", "C", "N", "O", "C", "C", "O", "C", "C", "H", "H"],
  "xyz": [[6.5483, -1.4559, 5.4832], [2.1596, -4.4319, -2.5855], [4.1532, -3.0212, -1.3248], [-6.6251, -4.5295, 1.2242], [3.0736, 1.1010, 2.5733], [4.9313, 0.7946, 5.7960], [0.7813, 2.1339, 1.1521], [2.5966, -0.9726, 3.2652], [-1.1170, 8.9089, -3.2953], [3.6445, 5.8670, 6.3210], [-1.8380, -4.6595, -1.5955], [2.7337, 6.0772, 8.4452], [-3.5937, -2.9595, 1.8553], [1.8044, -7.1064, -0.3220], [1.7347, -2.1212, 0.4891], [7.1606, -3.2256, 5.4727], [5.3814, 5.5574, 4.4708], [4.4300, 6.3765, 3.2420], [-6.0108, 13.0000, -2.8582], [-8.2238, -5.5150, 0.4399], [2.4108, 0.2628, 2.2072], [-5.8762, 10.8082, -3.6096], [-1.8025, 1.8021, 1.5843], [-3.7054, -6.8082, -6.4255], [4.3650, 5.7015, 4.0966], [-5.6777, -5.0948, -6.2161], [-2.1661, 8.7529, -1.8968], [2.7111, 4.5489, 3.3245], [-5.9027, 8.3091, -2.2128], [4.4725, -2.4566, 5.3705], [-0.1795, 4.6664, -4.4289], [3.9837, -4.1517, -1.4184], [-1.2068, 9.1515, -2.2347], [-7.4239, 7.8446, -2.9561], [4.8284, -2.3365, 3.0876], [0.1824, 5.2100, -2.4638], [2.2816, -3.6128, 3.3649], [2.8039, 6.5568, 7.1018], [2.1511, 1.8230, -1.6586], [3.5982, -1.3165, -4.3967], [4.3326, -0.2602, 1.5178], [-0.6401, 2.5469, 1.0192], [2.7983, -5.1607, 3.0979], [-6.2008, 12.7637, -1.8097], [-6.7966, -5.5595, -0.5840], [3.3251, -0.2201, 4.4186], [-4.7611, -5.0931, -3.2975], [-0.0956, -6.0946, -1.0492], [3.7251, 6.0101, 8.8949], [2.9005, -4.9301, 0.5662], [1.8744, -4.8643, 0.1182], [3.5306, 0.5885, -0.4420], [0.9035, 8.9072, -1.7854], [1.2283, -3.5354, 0.0155], [0.5203, 3.4170, -3.3861], [-4.9898, -3.2573, 1.8726], [2.3112, -5.8066, 3.6541], [4.2063, -2.6229, 0.1734], [-0.1670, -7.6477, -2.5887], [-0.7441, -2.5565, -0.7056], [-5.3222, -4.2702, 1.0637], [2.6757, -1.4564, -2.2337], [-4.5582, -9.2977, -7.3029], [-6.3404, 7.8390, -3.0956], [5.2270, -2.9266, -1.7185], [-4.6374, -6.8284, -4.3548], [-3.6790, -5.0026, -4.6799], [-0.1665, -3.5316, -0.6106], [3.3005, -0.4870, 1.0632], [1.5331, -1.4275, -0.3979], [4.5410, -4.6235, 5.3279], [-6.7711, -6.9537, 1.0807], [3.5519, 6.3555, 5.0757], [-2.8368, -9.1597, -6.8165], [-4.8787, 8.6256, -4.4963], [-7.0866, -6.9838, 2.1261], [2.1845, 0.8864, -1.3767], [-5.6908, -7.1109, 1.0687], [-1.8280, -7.2436, -1.9926], [3.1340, -2.0085, 1.0285], [5.2062, -1.7290, -3.4789], [0.9929, 0.8317, 1.9292], [-3.4362, -2.0443, 2.4262], [-3.8252, -10.5091, -6.2387], [2.2513, -3.5081, -4.2154], [-0.1619, 8.8442, -0.3899], [-4.5599, -4.8565, 0.3369], [3.9218, 2.1093, 0.2717], [-1.2179, 10.2376, -2.1313], [-0.7613, -7.3942, -1.6434], [4.1329, 0.2535, 5.2130], [1.5925, 2.7688, 0.7245], [-2.8455, 2.2147, 1.4533], [-6.5204, 9.9064, -4.3626], [-5.9623, 8.5874, -4.3595], [1.4221, -2.8417, 5.2700], [-5.8462, -3.7592, -5.0671], [5.1609, -4.3513, 4.6147], [-3.2342, -2.7982, 0.8377], [5.1737, 0.2542, -1.4477], [3.2452, -2.3972, -2.4493], [0.9309, -1.8038, 1.2388], [-0.0677, 8.5488, -1.4358], [1.5527, 4.7339, -3.9664], [1.1225, -2.9640, -2.9139], [-4.9434, 13.1423, -3.0326], [-3.0382, -3.7673, 2.3356], [3.3172, -2.2620, 2.5483], [-6.5281, 13.9265, -3.1053], [2.1400, 6.7861, 9.0212], [2.2352, 5.1064, 8.4669], [-5.7916, -4.8455, -5.1595], [2.1541, -3.4207, -3.0971], [1.6420, -1.3036, 3.7649], [-6.7387, -5.2787, -4.8297], [-6.3779, 8.0704, -5.2256], [4.2960, -2.9848, -4.4075], [4.4656, -3.6015, 0.7154], [-4.6405, -5.3957, -4.3395], [-0.8514, 3.5092, 0.4603], [4.3135, 3.9420, 2.8448], [0.7826, 7.1129, -3.5451], [0.3348, 6.5414, -2.5845], [-0.8095, -4.7769, -1.1287], [-4.8839, 10.6071, -2.9529], [0.7972, -3.5782, 3.0273], [-4.1444, -7.3930, -5.4666], [5.3548, -1.3215, 3.0582], [-0.6214, -8.2701, -0.9477], [3.7398, 4.3911, 3.6590], [-0.1198, 7.1138, -1.4640], [0.5448, 4.4788, -3.6347], [3.8676, 2.7528, -0.4717], [-5.9934, 6.8049, -3.1416], [-7.2437, -7.7775, 0.5430], [2.1625, -3.4458, 5.0601], [6.6047, -2.4330, 4.8978], [5.1390, -1.9859, 0.3562], [-6.5403, 11.9689, -3.6916], [7.1249, -2.1510, 3.9190], [4.1638, -2.0599, -3.7480], [3.7001, 3.6776, 4.4850], [-3.8384, -9.4507, -6.4970], [-1.5938, 0.6478, 2.3093], [-4.2459, -8.7234, -5.3377], [5.0864, -2.8986, 4.5357], [-7.1384, -5.6235, 0.4520], [4.3465, 4.9505, 6.6740], [-0.2882, 0.2340, 2.4406], [1.2498, -6.1247, -0.3963], [-0.1603, -0.7293, 3.0379], [5.5152, -2.9926, 2.4499]],
  "forces_ev_per_a": [[0.194, -1.322, -0.569], [0.040, 1.136, -0.773], [0.050, -1.186, -1.673], [0.331, 0.335, -0.114], [-0.846, -0.921, -0.576], [-1.621, -0.921, -0.762], [-3.055, -2.321, 1.817], [-0.623, 2.239, 1.969], [0.106, 0.081, 0.066], [-0.210, 0.004, -0.010], [1.487, -0.438, 0.716], [-0.089, -0.047, 0.470], [0.409, 0.227, 0.202], [-0.688, 1.381, -0.026], [-3.393, -1.675, -0.848], [-0.735, 0.906, -0.727], [-0.166, -0.027, 0.151], [-0.168, 0.159, 0.226], [0.078, 0.392, 0.204], [0.119, 0.272, 0.161], [0.201, -1.857, -0.338], [-0.226, -0.067, 0.056], [3.084, 0.078, -0.062], [-0.025, -0.152, 0.300], [0.233, -0.291, -0.385], [0.101, 0.071, 0.074], [0.054, 0.137, 0.112], [0.086, 0.079, -0.091], [0.077, -0.034, -0.108], [0.148, -0.685, -1.311], [0.178, 0.041, -0.023], [0.007, 1.577, 0.510], [-0.094, -0.215, -0.240], [0.046, -0.090, -0.133], [1.137, -0.325, -0.804], [0.145, 0.025, 0.127], [-5.659, -3.267, 1.358], [0.301, -0.120, -0.285], [-0.051, -0.583, 0.122], [0.974, -0.712, 0.840], [-1.147, -0.712, -0.925], [0.565, -0.686, 0.391], [0.491, 2.300, 0.720], [0.159, -0.026, -0.064], [0.157, 0.075, 0.156], [1.779, -1.226, 0.095], [0.017, -0.346, 0.030], [0.549, 1.854, 0.974], [-0.065, -0.104, -0.143], [-1.242, -0.135, -0.478], [-1.586, 0.408, -0.967], [2.355, 2.354, -1.998], [-0.069, -0.223, -0.107], [-2.203, -2.705, -1.333], [-0.152, 0.125, 0.190], [-0.086, -0.072, -0.215], [0.115, 0.624, -0.351], [3.138, -1.758, 1.013], [-0.779, 0.237, 1.197], [0.868, -1.338, 0.164], [-0.279, -0.132, 0.271], [0.827, -0.858, 0.299], [0.156, 0.088, -0.004], [-0.025, 0.159, 0.270], [-1.377, 0.221, 1.009], [0.302, -0.252, -0.043], [-0.063, -0.198, -0.132], [1.330, -2.064, 0.240], [0.884, 3.114, 1.156], [1.066, -0.765, 1.181], [0.595, 0.151, -0.754], [0.278, -0.018, 0.150], [0.086, 0.078, 0.300], [-0.155, 0.115, -0.015], [-0.084, 0.179, 0.124], [-0.136, 0.006, -0.105], [1.081, -0.335, 1.627], [-0.071, 0.023, -0.122], [1.225, -0.139, 0.827], [-1.005, 2.627, -0.202], [-1.254, 0.106, -0.327], [-3.115, 1.922, -1.039], [-0.289, -0.066, -0.003], [-0.108, 0.171, 0.218], [0.141, -0.027, 1.283], [0.008, -0.352, 0.005], [-0.096, 0.062, -0.113], [-1.998, -1.660, -0.561], [-0.008, -0.073, 0.041], [1.206, 0.512, -0.682], [-0.358, 0.195, -1.025], [-0.795, -0.760, 0.597], [1.359, -0.749, 0.238], [0.183, 0.334, -0.026], [0.132, -0.570, 0.109], [0.289, -0.527, -0.358], [0.010, -0.056, 0.042], [-1.578, 1.020, 0.230], [-0.051, -0.169, 0.063], [-1.127, -0.479, 0.414], [0.012, -0.492, -2.707], [1.666, -0.322, -0.481], [-0.154, 0.787, -0.062], [-0.151, 0.138, -0.045], [1.260, -0.853, -0.268], [-0.077, -0.151, 0.079], [0.035, 0.004, -0.209], [0.756, 0.555, 2.788], [-0.107, -0.236, -0.144], [0.014, 0.063, -0.292], [0.169, 0.007, 0.010], [-0.077, -0.149, -0.261], [-0.942, 0.763, 1.051], [0.710, 0.460, -1.160], [0.068, 0.097, 0.120], [-0.116, 0.310, -0.018], [-0.220, 1.061, 1.086], [-0.506, 1.370, -0.723], [-0.172, 0.602, -0.038], [0.276, -1.306, 0.743], [0.001, 0.067, -0.003], [-0.014, -0.335, 0.255], [-0.272, 0.482, 0.087], [2.533, 0.653, 1.162], [-0.172, 0.059, -0.206], [2.689, 1.103, -0.469], [-0.226, -0.005, -0.030], [-1.179, -1.156, 0.022], [-0.462, 0.990, -0.667], [-0.172, -0.240, 0.155], [0.312, -0.491, -0.135], [0.090, -0.185, -0.254], [0.415, -0.402, 0.654], [-0.033, 0.043, -0.051], [-0.015, 0.074, 0.021], [1.835, 0.192, -1.995], [-0.725, 1.205, -0.806], [-1.500, -0.625, -0.341], [0.200, -0.313, -0.084], [-0.276, -0.692, 1.407], [-0.177, -0.409, -0.032], [0.104, 0.061, -0.016], [0.100, -0.329, -0.305], [1.773, 1.582, -1.304], [0.096, 0.348, 0.096], [2.511, 0.341, 1.504], [-0.218, -0.598, -0.211], [-0.140, 0.230, -0.127], [1.767, -0.017, -0.278], [-1.608, 2.311, -0.498], [-0.396, 1.327, -0.835], [-1.274, 0.662, 0.661]],
  "gap_ha": 0.308,
  "total_charge": 1,
  "fmax_ev_per_a": 6.67
}